1.
The following is a quantum chemistry calculation of 2 unconnected molecules or ions with the total composition C2H4ClO, from the OMol25 dataset.

Each line ends with the Löwdin charge.
Geometry (Å):
C: -0.689 -1.032 -0.166  0.116
C: 1.504 -0.665 -0.971  0.294
O: 0.490 -0.785 -0.451  0.019
Cl: 0.232 1.907 1.180  0.324
H: -1.022 -0.772 0.899  0.145
H: -1.460 -1.292 -0.891  0.145
H: 2.349 -1.164 -1.317  0.131
H: -0.605 2.918 1.165  -0.173

Computed properties:
Charge ... +1
2S+1 ... 1
E_HOMO (alpha / beta) ... -14.929 / -15.113 eV
Gap between HOMO and LUMO (alpha / beta) ... 8.59 / 8.63 eV
Lowest unoccupied orbital energy (alpha / beta) ... -0.2331 / -0.2381 hartree
E_tot ... -613.5130 Ha

---

2.
The following is a quantum chemistry calculation of a molecular structure, C2H4ClO3PS2, from the OMol25 dataset.

Each line ends with the Löwdin charge.
Geometry (Å):
C: 1.085 -0.100 -0.924  -0.785
C: -0.069 -0.621 -0.140  -0.993
O: -1.019 1.766 0.513  -0.226
O: -1.889 0.604 -1.626  -0.376
O: -2.710 -0.019 0.756  -0.403
P: -1.620 0.418 -0.170  0.130
S: 2.825 -0.695 -0.528  0.070
S: 0.781 -0.347 2.040  0.329
Cl: -0.481 -2.281 -0.163  0.573
H: 0.794 -0.483 -1.861  0.018
H: 1.215 1.042 -0.715  0.078
H: 1.862 -0.817 1.429  -0.370
H: -0.774 1.533 1.388  -0.045

Computed properties:
Charge ... -2
2S+1 ... 1
E_HOMO ... -0.167 eV
Gap between HOMO and LUMO ... 5.82 eV
Lowest unoccupied orbital energy ... 0.2077 hartree
E_tot ... -1902.3198 Ha

---

Respective relative energy (zero: lowest compared OMol25 entry of this formula, charge and spin) values: 4.5209; 0.0087 eV.